Record 1
Entry from OMol25: a 2-piece molecular cluster, C11H27BCl4N2OP2 overall at a distorted geometry (the ωB97M-V functional and the def2-TZVPD basis).

Last column: Löwdin charge in e.
Cartesian coordinates (Å):
1 C 5.738 0.602 -0.465  -0.115
2 C 4.858 0.057 0.658  -0.265
3 C 4.222 -1.292 0.288  -0.216
4 C 2.753 -1.157 -0.133  -0.229
5 C 2.289 -2.288 -1.052  -0.220
6 C 0.858 -2.079 -1.530  -0.208
7 C -0.202 -2.233 -0.424  -0.195
8 C -1.218 -1.084 -0.445  -0.239
9 C -2.501 -1.392 0.310  -0.212
10 C -3.323 -0.126 0.664  -0.216
11 B -3.197 0.924 -0.496  -0.581
12 P -4.173 0.679 -2.142  0.663
13 N -3.599 1.567 -3.319  -0.343
14 P -2.145 2.522 -0.517  0.820
15 N -0.766 2.186 -1.535  -0.188
16 O -1.468 2.513 1.004  -0.389
17 H 6.419 -0.159 -0.841  0.069
18 H 6.290 1.483 -0.147  0.066
19 H 5.103 0.912 -1.298  0.071
20 H 4.052 0.775 0.819  0.097
21 H 5.423 -0.017 1.586  0.098
22 H 4.271 -1.989 1.124  0.109
23 H 4.747 -1.721 -0.568  0.101
24 H 2.124 -1.118 0.758  0.107
25 H 2.620 -0.215 -0.674  0.110
26 H 2.390 -3.243 -0.533  0.118
27 H 2.961 -2.272 -1.912  0.111
28 H 0.604 -2.735 -2.363  0.110
29 H 0.804 -1.060 -1.926  0.101
30 H 0.281 -2.254 0.551  0.105
31 H -0.756 -3.158 -0.581  0.113
32 H -0.725 -0.208 -0.017  0.104
33 H -1.449 -0.889 -1.497  0.107
34 H -2.296 -1.942 1.228  0.116
35 H -3.129 -2.026 -0.319  0.108
36 H -2.928 0.299 1.583  0.059
37 H -4.370 -0.403 0.809  0.097
38 H -5.552 0.764 -1.845  -0.011
39 H -4.007 -0.709 -2.380  -0.012
40 H -4.298 2.147 -3.763  -0.048
41 H -0.971 1.434 -2.185  0.006
42 H -0.022 1.824 -0.944  0.014
43 H -0.608 2.937 0.989  0.038
44 Cl -1.356 2.423 4.245  0.534
45 C -3.018 2.825 4.688  -2.055
46 Cl -4.148 2.306 3.441  0.545
47 Cl -3.425 2.017 6.207  0.519
48 Cl -3.153 4.573 4.900  0.524

## Properties
HOMO-LUMO gap   7.25 eV
Lowest unoccupied orbital energy   -0.614 eV
Highest occupied orbital energy   -0.289 Eh
SMILES   CCCCCCCCCCB([PH2]=N)P(N)O.ClC(Cl)(Cl)Cl

***

Record 2
Entry from OMol25: C11H27BeF3O9 as an isolated structure at a distorted geometry (the ωB97M-V functional and the def2-TZVPD basis).

Last column: Löwdin spin population.
Cartesian coordinates (Å):
1 Be -11.900 -19.353 12.903  -0.005
2 C -15.552 -21.068 12.356  0.000
3 O -16.027 -21.446 10.980  0.000
4 O -14.219 -20.608 12.228  0.013
5 C -16.470 -19.923 12.990  0.000
6 F -17.749 -19.982 12.508  0.000
7 F -16.530 -20.079 14.295  0.000
8 F -16.009 -18.716 12.733  0.000
9 C -17.261 -22.086 10.731  0.000
10 C -17.216 -22.111 9.160  0.000
11 H -16.344 -22.686 8.848  0.000
12 H -18.047 -22.730 8.822  0.000
13 H -17.375 -21.119 8.738  0.000
14 H -18.179 -21.501 10.784  0.000
15 H -17.221 -23.117 11.083  0.000
16 H -15.555 -21.901 13.059  0.000
17 C -12.140 -17.166 10.196  0.090
18 O -12.343 -18.480 10.582  0.840
19 H -11.068 -16.971 10.180  0.041
20 H -12.573 -16.976 9.214  -0.001
21 H -12.615 -16.465 10.882  0.024
22 C -10.740 -22.666 11.780  0.000
23 O -11.048 -21.346 11.386  -0.003
24 H -10.626 -23.359 10.947  0.000
25 H -9.838 -22.840 12.368  0.000
26 H -11.490 -23.098 12.443  0.000
27 C -8.750 -18.119 13.337  0.000
28 O -10.058 -17.841 13.826  -0.001
29 H -8.763 -18.786 12.475  0.000
30 H -8.076 -17.332 12.998  0.000
31 H -8.234 -18.757 14.055  0.000
32 C -14.102 -18.370 15.480  0.000
33 C -13.321 -17.060 15.078  0.000
34 O -13.274 -16.999 13.632  0.000
35 O -13.371 -19.475 14.937  0.000
36 H -15.106 -18.108 15.147  0.000
37 H -14.024 -18.398 16.566  0.000
38 H -12.317 -17.134 15.495  0.000
39 H -13.797 -16.145 15.430  0.000
40 H -14.116 -16.692 13.289  0.000
41 H -13.936 -20.193 15.232  0.000
42 C -10.243 -20.756 16.197  0.000
43 C -10.685 -19.653 17.118  0.000
44 O -10.162 -18.392 16.743  0.000
45 O -10.369 -20.579 14.750  0.000
46 H -10.769 -21.673 16.461  0.000
47 H -9.213 -21.100 16.286  0.000
48 H -10.533 -19.914 18.165  0.000
49 H -11.765 -19.514 17.087  0.000
50 H -10.407 -18.266 15.823  0.000
51 H -9.849 -19.811 14.504  0.000

## Properties
Spin multiplicity   2
Total charge   -1
HOMO-LUMO gap (alpha / beta)   6.50 / 4.91 eV
Lowest unoccupied orbital energy (alpha / beta)   2.487 / 0.910 eV
Highest occupied orbital energy (alpha / beta)   -0.147 / -0.147 Eh
⟨S²⟩   0.75

***

Record 3
Entry from OMol25: C11H27BiClIN2P2S as an isolated structure at a distorted geometry (the ωB97M-V functional and the def2-TZVPD basis).

Last column: Löwdin charge in e.
Cartesian coordinates (Å):
1 C -1.731 1.011 0.926  -0.134
2 I 1.631 1.551 2.015  0.737
3 H -1.704 1.221 -0.145  -0.024
4 H -1.952 1.753 1.649  -0.025
5 H -2.324 -0.007 0.895  0.037
6 Bi 0.545 -0.654 -2.415  1.092
7 P 0.160 2.382 -0.218  0.525
8 C -0.334 3.625 1.068  -0.394
9 C 1.812 3.143 -0.688  -0.326
10 H 1.659 4.211 -0.799  0.051
11 H -0.401 4.446 -1.334  0.056
12 H 2.165 2.690 -1.608  0.037
13 H -0.722 3.113 -2.492  0.064
14 H 0.400 3.642 2.000  -0.014
15 H 2.518 2.930 0.088  -0.078
16 C -0.790 3.412 -1.413  -0.280
17 H -0.364 4.617 0.549  0.058
18 H -1.865 3.449 -1.187  0.061
19 H -1.358 3.439 1.473  0.034
20 P 0.127 -2.698 -0.266  0.566
21 C -0.172 -3.655 1.242  -0.316
22 C -0.829 -3.701 -1.443  -0.341
23 H 2.297 -2.879 -1.552  0.029
24 H 1.636 -4.528 -0.918  0.059
25 H 2.438 -3.346 0.230  0.048
26 C 1.810 -3.456 -0.673  -0.288
27 H -0.809 -3.251 -2.485  0.022
28 H -0.440 -4.742 -1.447  0.063
29 H -0.139 -4.713 0.976  0.060
30 H -1.161 -3.367 1.658  0.039
31 H -1.895 -3.706 -1.121  0.062
32 H 0.599 -3.411 2.018  0.048
33 Cl 1.174 -0.539 -4.670  -0.089
34 C 0.868 -1.534 4.513  -0.105
35 N 0.228 -0.349 4.918  -0.080
36 C 0.742 0.835 5.569  -0.039
37 C 0.133 1.952 5.188  -0.048
38 N -0.820 1.486 4.191  0.036
39 C -0.626 0.192 3.931  -0.734
40 S -0.768 -0.509 2.442  0.779
41 H 0.129 -2.235 4.217  0.058
42 H 1.605 -1.362 3.759  0.065
43 H 1.355 -2.003 5.507  0.173
44 H 1.590 0.806 6.205  0.130
45 H 0.287 3.067 5.350  0.165
46 H -1.370 2.176 3.615  0.162

## Properties
Total charge   +2
HOMO-LUMO gap (alpha / beta)   4.78 / 5.08 eV
Lowest unoccupied orbital energy (alpha / beta)   -9.278 / -9.107 eV
Highest occupied orbital energy (alpha / beta)   -0.517 / -0.521 Eh
Energy above the lowest of the compared OMol25 structures with the same formula, charge and spin   216.0 kcal per mole

***

Record 4
Entry from OMol25: a 3-piece molecular cluster, C11H27ClN5O4S overall at a distorted geometry (the ωB97M-V functional and the def2-TZVPD basis).

Last column: Löwdin charge in e.
Cartesian coordinates (Å):
1 N 1.285 2.337 3.241  0.226
2 C 1.681 1.102 2.891  -0.421
3 N 0.814 0.346 2.241  0.215
4 N 2.955 0.757 3.192  0.063
5 C 3.193 -0.674 3.466  -0.164
6 C 4.411 -1.193 2.707  -0.169
7 C 4.073 -1.704 1.304  -0.230
8 C 3.427 -0.644 0.384  -0.265
9 S 4.163 -0.611 -1.255  0.322
10 O 3.273 0.022 -2.159  -0.333
11 O 5.439 -0.009 -1.169  -0.308
12 Cl 4.420 -2.573 -1.777  0.444
13 H 0.303 2.439 3.000  0.131
14 H 1.826 3.076 2.791  0.145
15 H 0.600 -0.602 2.510  0.131
16 H 0.265 0.730 1.458  0.071
17 H 3.619 1.141 2.531  0.142
18 H 2.339 -1.323 3.287  0.116
19 H 3.414 -0.757 4.525  0.124
20 H 5.231 -0.479 2.709  0.129
21 H 4.771 -2.051 3.266  0.122
22 H 5.012 -2.007 0.849  0.086
23 H 3.473 -2.604 1.353  0.117
24 H 2.389 -0.917 0.235  0.096
25 H 3.519 0.370 0.742  0.085
26 C -1.990 1.748 -1.693  -0.005
27 C -0.594 1.400 -1.268  -0.497
28 O -0.335 1.007 -0.117  -0.038
29 N 0.390 1.519 -2.168  0.033
30 C 0.291 1.957 -3.553  -0.043
31 H -2.668 1.598 -0.861  0.081
32 H -2.038 2.795 -1.998  0.099
33 H -2.311 1.109 -2.512  0.074
34 H 1.303 1.264 -1.818  0.108
35 H 0.652 1.161 -4.203  0.093
36 H 0.919 2.836 -3.695  0.091
37 H -0.731 2.201 -3.818  0.080
38 C -6.455 0.117 -1.103  -0.005
39 C -5.191 -0.419 -1.727  -0.536
40 O -4.422 0.301 -2.352  0.010
41 N -4.926 -1.740 -1.576  0.008
42 C -5.712 -2.743 -0.877  -0.070
43 H -6.526 1.180 -1.310  0.084
44 H -7.329 -0.379 -1.526  0.089
45 H -6.439 -0.027 -0.022  0.086
46 H -4.068 -2.031 -2.019  0.139
47 H -5.110 -3.184 -0.082  0.082
48 H -5.997 -3.530 -1.576  0.086
49 H -6.608 -2.312 -0.445  0.073

## Properties
Total charge   +1
HOMO-LUMO gap   7.87 eV
Lowest unoccupied orbital energy   -3.679 eV
Highest occupied orbital energy   -0.425 Eh